# 1
A molecular structure, C55H80BGeN6O2P3Ti in a non-equilibrium geometry. Source: the OMol25 dataset; level of theory: the ωB97M-V functional and the def2-TZVPD basis.

```
149
Properties=species:S:1:pos:R:3:forces:R:3
Ti -0.3765 0.0933 0.9122 0.38 -0.42 -0.87
C 5.3160 0.5044 0.5470 0.01 -0.01 -0.08
C 3.9060 0.8265 1.0523 0.01 0.01 -0.01
C 3.6250 2.2990 0.7711 0.01 0.04 0.01
P 2.5635 -0.2926 0.3965 -0.11 0.08 -0.06
C 2.8783 -0.0447 -1.4073 0.13 -0.01 0.11
N 1.8764 -0.5159 -2.3244 -0.59 -0.12 0.00
Ge 0.0404 -0.8147 -1.7010 0.29 0.06 -0.07
N -1.1924 0.2076 -2.7897 0.24 -0.07 0.05
C -1.8301 1.3678 -2.2416 0.05 0.13 0.07
P -0.8877 2.1422 -0.8530 -0.19 0.08 0.15
C -2.0525 3.5909 -0.5917 -0.09 -0.09 -0.07
C -2.1761 4.5759 -1.7581 0.06 0.05 -0.05
C -1.8467 4.3422 0.7197 0.08 0.09 0.00
C 0.6416 2.8276 -1.6255 0.03 -0.08 -0.12
C 0.5354 3.1690 -3.1111 -0.01 0.03 -0.08
C 1.1862 3.9995 -0.8107 0.00 0.07 0.03
C -1.8335 -0.3836 -3.8682 0.18 -0.12 0.01
C -3.1277 -0.0896 -4.2947 -0.05 0.05 0.01
C -3.7110 -0.8384 -5.3108 -0.07 -0.02 -0.04
C -3.0291 -1.8792 -5.9136 0.02 -0.06 -0.05
C -1.7146 -2.1419 -5.5363 -0.02 0.04 0.05
C -1.1196 -1.3831 -4.5493 -0.16 -0.07 -0.14
N 0.2334 -1.5468 -4.1452 -0.02 0.17 0.33
C 1.1723 -0.5846 -4.6064 0.10 0.20 -0.20
C 1.2044 -0.1394 -5.9131 0.04 -0.01 0.11
C 2.1819 0.7667 -6.3123 -0.03 0.02 -0.10
C 3.1245 1.1876 -5.3936 0.04 0.05 -0.05
C 3.0847 0.7617 -4.0702 0.08 0.07 -0.04
C 2.0790 -0.1046 -3.6436 -0.34 -0.23 0.18
C 0.7106 -2.8719 -3.9719 0.10 -0.26 0.03
C 1.4900 -3.5240 -4.9060 -0.04 0.01 0.06
C 1.8838 -4.8381 -4.6794 0.08 -0.02 -0.07
C 1.4776 -5.4759 -3.5225 0.01 -0.08 0.01
C 0.7109 -4.8173 -2.5673 0.00 -0.04 0.02
C 0.3389 -3.4886 -2.7660 -0.03 0.21 -0.11
N -0.3596 -2.7031 -1.8505 0.20 0.25 -0.15
C -0.9581 -3.4187 -0.7598 -0.20 0.02 0.16
P -1.8441 -2.2932 0.3924 0.01 0.00 0.04
C -2.5223 -3.5088 1.6326 -0.04 -0.08 0.00
C -1.4518 -4.0339 2.5904 0.08 0.05 0.02
C -3.2493 -4.7107 1.0202 0.03 -0.01 -0.06
C -3.3402 -1.7204 -0.5730 0.01 -0.07 -0.09
C -3.6676 -2.5298 -1.8313 0.05 -0.01 -0.03
C -4.5853 -1.5844 0.3065 -0.04 0.01 0.08
C 3.3588 -1.9620 0.6684 0.25 0.09 -0.01
C 2.4211 -3.1016 0.2990 -0.12 -0.11 0.00
C 3.9902 -2.1447 2.0676 -0.09 -0.04 0.03
H 6.0372 1.1314 1.0756 -0.01 0.00 0.01
H 5.4120 0.7392 -0.5155 0.00 0.00 0.02
H 5.6216 -0.5303 0.6860 -0.03 0.01 0.03
H 3.8559 0.6855 2.1340 0.02 0.00 -0.02
H 3.7689 2.5403 -0.2834 -0.01 -0.02 -0.02
H 4.3327 2.9136 1.3311 -0.01 0.01 0.02
H 2.6195 2.5902 1.0587 0.02 -0.04 0.02
H 3.8493 -0.4984 -1.6491 -0.05 -0.04 0.05
H 3.0359 1.0368 -1.5063 0.02 0.08 0.02
H -2.8418 1.1678 -1.8439 -0.02 -0.03 0.05
H -1.9738 2.1220 -3.0239 0.04 -0.05 0.01
H -3.0264 3.0939 -0.5391 -0.02 -0.04 0.07
H -1.2800 5.1829 -1.8734 0.01 0.02 0.02
H -3.0013 5.2622 -1.5573 -0.02 -0.02 0.03
H -2.3799 4.0916 -2.7127 -0.02 0.03 0.04
H -0.9520 4.9663 0.6772 -0.03 -0.01 -0.01
H -1.7290 3.6820 1.5746 -0.04 -0.08 0.03
H -2.6971 5.0073 0.8912 0.01 -0.01 0.02
H 1.3407 1.9941 -1.5247 0.04 0.03 -0.03
H -0.1805 3.9711 -3.2972 0.09 -0.08 0.00
H 0.2549 2.3007 -3.7093 0.02 -0.01 0.01
H 1.5083 3.5091 -3.4719 0.02 -0.03 0.01
H 0.6137 4.9098 -0.9827 -0.04 0.00 -0.04
H 2.2145 4.2062 -1.1103 0.02 0.00 0.01
H 1.1776 3.8021 0.2629 -0.03 0.00 -0.04
H -3.7051 0.7000 -3.8310 0.05 -0.01 0.02
H -4.7229 -0.6081 -5.6208 0.01 0.01 0.00
H -3.4995 -2.4697 -6.6881 0.00 0.01 0.00
H -1.1430 -2.9292 -6.0125 -0.01 -0.01 -0.01
H 0.4672 -0.5133 -6.6138 0.00 0.02 -0.01
H 2.2137 1.1172 -7.3351 0.01 0.00 0.01
H 3.9082 1.8704 -5.6980 -0.01 -0.02 -0.01
H 3.8454 1.1309 -3.3962 -0.05 -0.05 0.05
H 1.7788 -3.0039 -5.8112 0.01 0.01 0.00
H 2.4925 -5.3564 -5.4080 -0.01 0.00 0.01
H 1.7645 -6.5050 -3.3448 -0.01 0.01 -0.01
H 0.4302 -5.3546 -1.6715 -0.03 0.05 0.02
H -0.2385 -3.9811 -0.1506 0.09 0.01 0.05
H -1.6696 -4.1581 -1.1470 0.00 0.03 0.01
H -3.2442 -2.9287 2.2170 0.02 0.03 0.00
H -0.6682 -4.5766 2.0556 0.00 0.02 -0.01
H -1.9063 -4.7386 3.2895 -0.01 -0.01 0.00
H -0.9811 -3.2473 3.1751 -0.07 -0.06 -0.03
H -2.5400 -5.3898 0.5436 0.00 0.01 0.00
H -3.9966 -4.4393 0.2801 -0.02 0.03 0.00
H -3.7517 -5.2753 1.8080 0.00 0.02 0.02
H -3.0510 -0.7177 -0.9072 0.01 0.01 -0.02
H -4.0128 -3.5344 -1.5880 0.00 -0.02 0.02
H -2.8137 -2.6096 -2.5054 -0.03 0.02 0.02
H -4.4697 -2.0333 -2.3799 -0.01 0.02 0.00
H -5.0260 -2.5590 0.5184 0.01 0.00 -0.01
H -5.3406 -1.0002 -0.2237 0.00 0.01 0.00
H -4.3989 -1.0962 1.2649 0.02 -0.01 -0.04
H 4.1767 -1.9834 -0.0572 -0.06 0.03 -0.01
H 1.5642 -3.1598 0.9771 -0.02 -0.01 -0.03
H 2.9523 -4.0534 0.3657 -0.02 -0.02 -0.02
H 2.0427 -3.0021 -0.7182 -0.02 0.02 -0.05
H 3.6713 -1.4057 2.8041 -0.08 0.01 0.01
H 5.0755 -2.0751 2.0265 0.01 -0.02 -0.02
H 3.7505 -3.1346 2.4622 -0.02 0.01 0.01
C 1.0165 -2.0796 4.5544 -0.01 -0.07 0.01
C 0.0207 -1.8195 5.4801 -0.01 0.02 0.00
C -1.0901 -1.0963 5.0779 0.21 -0.14 -0.16
C -1.1607 -0.6418 3.7649 -0.13 0.13 0.05
N -0.1942 -0.9020 2.8639 -0.20 0.13 0.39
C 0.8528 -1.6237 3.2618 0.05 0.11 0.14
C -2.2934 0.1771 3.2771 0.03 0.03 0.30
C -3.3027 0.6123 4.1315 -0.06 0.02 -0.35
C -4.3387 1.3702 3.6129 0.00 -0.02 0.03
C -4.3459 1.6615 2.2589 0.02 0.02 -0.02
C -3.2940 1.2117 1.4863 -0.06 0.03 0.03
N -2.2755 0.5032 1.9725 0.15 0.03 0.30
H 1.9047 -2.6416 4.8083 -0.02 -0.01 0.03
H 0.1007 -2.1687 6.5005 0.02 -0.01 0.00
H -1.8740 -0.8892 5.7880 -0.06 0.01 -0.02
H 1.5823 -1.8383 2.5071 0.16 0.02 -0.09
H -3.2850 0.3794 5.1834 0.01 -0.03 0.02
H -5.1323 1.7192 4.2598 0.00 0.02 -0.01
H -5.1377 2.2364 1.8000 -0.02 -0.01 0.03
H -3.2664 1.4078 0.4275 0.00 0.02 -0.08
C 0.9721 4.6951 3.3459 -0.04 0.06 -0.07
C 0.5418 3.3695 3.9590 -0.05 0.07 0.04
C -0.3723 3.6261 5.1466 0.04 0.01 0.02
O -0.2266 2.6637 2.9538 -0.14 0.02 0.05
B 0.5203 1.6394 2.3981 -0.11 0.05 0.13
O 1.7076 1.5071 3.0993 0.11 -0.06 -0.04
C 1.7347 2.4019 4.2387 0.09 -0.01 0.00
C 1.5615 1.5375 5.4795 -0.04 -0.02 0.01
C 3.0930 3.0823 4.2785 0.06 0.00 0.03
H 0.0827 5.2598 3.0664 -0.01 0.00 -0.02
H 1.5716 4.5403 2.4472 -0.03 -0.01 0.01
H 1.5536 5.3006 4.0429 -0.03 -0.04 0.01
H -1.1866 4.2832 4.8397 0.00 -0.01 -0.02
H 0.1631 4.1145 5.9631 0.02 0.00 -0.03
H -0.8038 2.7008 5.5254 -0.01 -0.02 -0.01
H 0.6182 0.9922 5.4506 0.01 0.01 -0.02
H 1.5902 2.1276 6.3965 0.01 0.03 -0.03
H 2.3747 0.8113 5.5166 -0.01 -0.01 -0.01
H 3.2979 3.6308 3.3612 0.01 -0.05 0.04
H 3.8705 2.3286 4.4092 0.00 -0.02 0.00
H 3.1591 3.7779 5.1177 -0.03 -0.02 0.00
```
Positions in Å, forces in eV/Å.

Calculated values
- Total charge: +1
- HOMO (spin up / spin down): -8.8 / -8.8 eV
- Kohn-Sham gap (spin up / spin down): 5.73 / 5.64 eV
- Spin multiplicity: 2
- LUMO level (spin up / spin down): -3.11 / -3.18 eV

Here are the Löwdin charges for atoms 1 to 4, given in e: atom 1 (Ti): 0.4525, atom 2 (C): -0.0910, atom 3 (C): -0.5176, atom 4 (C): -0.1167



# 2
A molecular structure, H26HeO13 in a non-equilibrium geometry. Source: the OMol25 dataset; level of theory: the ωB97M-V functional and the def2-TZVPD basis.

```
40
Properties=species:S:1:pos:R:3:forces:R:3
He 0.0244 -0.0140 0.6611 0.04 0.06 0.03
O -2.1533 1.8561 0.9601 -0.37 -0.39 0.29
H -1.5154 2.3044 0.4048 0.28 0.31 -0.36
H -1.9631 2.1688 1.8446 -0.01 0.07 0.35
O 2.1697 1.3698 1.9901 0.19 -0.30 -0.16
H 2.4151 1.6240 1.1005 -0.17 0.10 -0.52
H 3.0034 1.2140 2.4338 0.31 0.14 0.33
O -2.4607 -1.0690 0.7805 -0.39 -0.02 -0.35
H -2.3337 -0.1783 1.1073 -0.08 0.62 -0.14
H -1.6582 -1.5307 1.0240 0.34 -0.58 0.43
O -0.5137 3.2377 -0.8218 -0.33 -0.12 0.00
H 0.4080 3.1675 -1.0706 0.75 0.21 0.16
H -0.9550 3.5355 -1.6172 -0.37 0.15 -0.16
O -0.1588 -2.3548 -2.3950 0.98 -0.17 -0.31
H -0.1375 -1.4883 -1.9890 -0.14 0.14 0.24
H -1.0873 -2.5205 -2.5586 -0.66 -0.17 0.23
O -2.9967 0.0691 -2.9330 -0.53 -0.04 -0.45
H -2.0994 0.1561 -2.6113 0.44 -0.01 0.26
H -3.4979 0.7033 -2.4203 -0.16 0.11 0.17
O 0.3474 1.4168 3.9663 -0.36 0.11 0.40
H 0.5844 0.6082 4.4204 -0.13 -0.19 0.21
H 0.7996 1.3606 3.1244 0.11 0.15 -0.28
O -2.8163 -2.6155 -1.5280 0.02 -0.82 -0.57
H -3.5951 -2.2860 -1.9764 -0.11 0.20 -0.14
H -2.5762 -1.9169 -0.9193 -0.08 0.52 0.65
O -0.3729 0.4422 -1.8947 0.19 -0.16 -0.17
H 0.2520 0.5473 -2.6121 0.12 -0.13 -0.41
H -0.2250 1.2038 -1.3341 -0.27 0.37 0.45
O 1.8230 -1.5174 1.4846 0.27 -0.41 -0.13
H 1.8500 -0.6411 1.8688 -0.16 0.72 0.05
H 2.5158 -1.9990 1.9365 0.34 -0.28 0.18
O 2.1505 2.6910 -1.1605 -0.05 -0.18 0.19
H 2.3373 2.1487 -1.9268 0.13 -0.27 -0.27
H 3.0088 2.9991 -0.8696 0.23 0.33 0.04
O -0.5564 -2.7788 1.9941 -0.43 -0.17 0.27
H 0.3601 -2.5035 2.0149 0.36 0.32 -0.20
H -0.5386 -3.6408 1.5784 -0.19 -0.25 -0.18
O 3.7357 -1.7498 -0.7188 0.50 0.19 -0.13
H 3.3792 -2.4561 -1.2576 -0.13 -0.17 -0.21
H 3.0468 -1.5634 -0.0810 -0.49 0.04 0.21
```
Positions in Å, forces in eV/Å.

Calculated values
- HOMO: -10.0 eV
- Kohn-Sham gap: 9.23 eV
- Spin multiplicity: 1
- LUMO level: -0.78 eV

Here are the natural (NBO) charges for atoms 1 to 4, given in e: atom 1 (He): 0.0013, atom 2 (O): -0.9740, atom 3 (H): 0.4897, atom 4 (H): 0.4770



# 3
C3H5NO2 in the gas phase in a non-equilibrium geometry. Source: the OMol25 dataset; level of theory: the ωB97M-V functional and the def2-TZVPD basis.

```
11
Properties=species:S:1:pos:R:3:forces:R:3
C -0.8470 1.0114 0.1926 2.53 -2.84 -1.22
C 0.3748 -0.3420 -0.1553 -3.70 1.24 0.09
O 0.1548 -1.2828 0.8612 -2.20 0.81 -0.07
O 0.0625 -0.9414 -1.4133 0.27 -1.41 0.97
C 1.6766 0.2624 -0.0127 -1.89 -1.43 -0.80
N 2.6496 0.8262 0.0133 2.64 1.49 0.26
H -0.8141 0.9804 1.2582 -0.18 0.32 0.73
H -1.7655 0.6266 -0.2293 -0.20 -0.03 -0.05
H -0.5756 1.9725 -0.2173 0.20 0.04 -0.13
H -0.8457 -1.1617 0.9600 1.94 -0.86 0.36
H -0.0704 -1.9514 -1.2572 0.59 2.67 -0.15
```
Positions in Å, forces in eV/Å.

Calculated values
- HOMO: -10.7 eV
- Kohn-Sham gap: 11.13 eV
- Spin multiplicity: 1
- SMILES string: CC(O)(O)C#N
- LUMO level: 0.45 eV

Here are the natural (NBO) charges for atoms 1 to 4, given in e: atom 1 (C): -0.6099, atom 2 (C): 0.4487, atom 3 (O): -0.6872, atom 4 (O): -0.7132



# 4
A gas-phase ion, C12H15N2O (charge +1) in a non-equilibrium geometry. Source: the OMol25 dataset; level of theory: the ωB97M-V functional and the def2-TZVPD basis.

```
30
Properties=species:S:1:pos:R:3:forces:R:3
C 0.0944 -2.1612 -0.7675 0.46 -0.61 0.57
N -0.5296 -0.8998 -1.2026 0.96 0.07 0.27
C -2.0003 -0.9086 -1.5732 0.95 1.55 -2.41
C -2.1505 0.5811 -2.0042 1.20 -1.56 1.49
C -1.3955 1.2721 -0.8736 -0.25 -0.77 0.39
C -0.5229 0.1878 -0.2116 -2.03 -0.06 3.44
N -1.3108 -0.3586 1.1267 -0.16 -0.09 -3.59
C -0.6118 -0.1982 2.2619 2.25 0.55 0.93
O -0.9946 -0.4373 3.3818 0.32 -0.01 -0.57
C 0.7659 0.3229 1.7795 -0.60 0.17 1.66
C 1.8865 0.6478 2.5448 -1.69 -1.57 0.81
C 3.0275 1.1467 1.9682 -0.27 1.13 0.66
C 3.1015 1.2562 0.5888 -0.95 -0.42 -0.88
C 1.9626 0.8939 -0.1550 0.71 -0.10 -1.72
C 0.7736 0.5096 0.4268 0.77 0.11 -0.11
H 0.8072 -1.9847 0.0693 -0.83 -0.16 -0.39
H -0.7222 -2.8466 -0.5517 0.53 -0.36 0.19
H 0.6985 -2.4369 -1.6296 -0.15 -0.89 0.21
H 0.1765 -0.7160 -1.9840 -2.14 0.97 0.64
H -2.7117 -0.9245 -0.7510 0.68 -1.16 0.32
H -2.0622 -1.6739 -2.3309 -0.82 -0.15 -0.13
H -3.1596 0.8325 -1.9716 -1.64 0.60 -0.50
H -1.6396 0.8599 -2.8708 0.20 -0.08 -1.92
H -0.8314 2.0790 -1.2332 1.10 1.04 -0.52
H -2.1160 1.7018 -0.2188 -0.18 0.13 1.08
H -1.9905 -1.1236 1.1222 0.13 0.69 -0.15
H 1.8164 0.3516 3.6055 0.21 0.77 -0.44
H 3.6446 1.6364 2.7124 1.04 -0.42 -0.57
H 3.9617 1.5691 0.0058 0.07 0.10 0.49
H 2.0326 0.8213 -1.2643 0.12 0.55 0.77
```
Positions in Å, forces in eV/Å.

Calculated values
- Total charge: +1
- HOMO: -13.1 eV
- Kohn-Sham gap: 9.78 eV
- Spin multiplicity: 1
- SMILES string: C[N@H+]1CCC[C@@]12NC(=O)c1ccccc12
- LUMO level: -3.30 eV

Here are the natural (NBO) charges for atoms 1 to 4, given in e: atom 1 (C): -0.4200, atom 2 (N): -0.3983, atom 3 (C): -0.2148, atom 4 (C): -0.3990